(1)
Entry from OMol25: a molecular structure, C3H5CuLiO3 at a distorted geometry (the ωB97M-V functional and the def2-TZVPD basis).

Results
ΔE to the lowest compared entry with this formula, charge and spin	161.42	kcal per mole
frontier orbital gap (spin up / spin down)	5.702 / 4.549	eV
E	-54170.6418	eV
multiplicity	2
HOMO (spin up / spin down)	-6.2679 / -5.7889	eV

```
13
Properties=species:S:1:pos:R:3:mulliken_spin:R:1
O -0.11772 -0.67796 0.29228 0.05
C 0.51938 -0.06207 1.29522 -0.01
C -0.13929 0.13881 -0.85416 -0.07
O 0.37161 -0.56746 2.40476 -0.02
O 1.18323 0.98947 0.84204 0.01
C 1.13357 0.96578 -0.56601 0.02
Li -2.52016 -0.77421 1.09101 0.16
H -1.41154 0.65575 -0.85286 -0.02
H -0.25111 0.35687 -1.91962 0.02
H 1.02371 1.97975 -0.95458 0.00
H 2.02871 0.51322 -0.99713 0.00
H -0.70061 -1.15710 -1.75350 0.16
Cu -1.11979 -2.36085 1.97256 0.71
```



(2)
Entry from OMol25: a molecular structure, C3H5CuLiO4 at a distorted geometry (the ωB97M-V functional and the def2-TZVPD basis).

Results
ΔE to the lowest compared entry with this formula, charge and spin	83.72	kcal per mole
frontier orbital gap (spin up / spin down)	6.535 / 6.338	eV
E	-56222.4424	eV
multiplicity	2
HOMO (spin up / spin down)	-8.4119 / -8.2081	eV

```
14
Properties=species:S:1:pos:R:3:mulliken_spin:R:1
O -0.15550 -2.15178 -2.13693 0.89
C -0.82291 -0.91217 -1.01730 -0.07
O -1.19795 0.03738 -1.98599 0.00
O -1.81401 -1.55497 -0.41956 0.19
O 0.17194 -0.25381 -0.26013 0.00
C -0.13637 0.19714 1.06197 0.00
C 1.11688 0.83162 1.69620 0.00
H -0.93248 0.94687 1.04862 0.00
H -0.44871 -0.62422 1.71254 0.00
H 1.38575 1.76825 1.20754 0.00
H 0.94394 1.06178 2.74810 0.00
H 1.97842 0.16580 1.63737 0.00
Li -0.64412 -0.98884 -3.53957 -0.01
Cu 0.55513 1.47696 -1.75286 0.00
```



(3)
Entry from OMol25: a molecular structure, C3H5ErO4 at a distorted geometry (the ωB97M-V functional and the def2-TZVPD basis).

Results
ΔE to the lowest compared entry with this formula, charge and spin	102.06	kcal per mole
frontier orbital gap (spin up / spin down)	5.558 / 5.181	eV
E	-38980.8503	eV
multiplicity	4
net charge	+2
HOMO (spin up / spin down)	-17.1365 / -17.1410	eV

```
13
Properties=species:S:1:pos:R:3:mulliken_spin:R:1
O -0.79629 0.63414 0.05212 -0.01
C -0.80000 1.57376 -1.02200 0.00
C -1.09470 -0.72463 -0.09598 0.00
O -0.22428 2.60975 -0.59716 0.00
O -0.66865 1.05691 -2.12960 0.00
C -0.33659 -1.49882 -0.91626 0.00
H -2.18179 -0.78149 -0.19211 0.00
H 0.94087 -0.86978 1.85314 0.00
H -0.80338 -2.10188 -1.69316 0.00
H 0.73504 -1.61649 -0.76333 0.00
O 1.66782 -0.04041 1.96465 0.00
H 2.08031 -0.08276 2.83409 0.00
Er 1.48164 1.84169 0.70561 3.02
```



(4)
Entry from OMol25: 2 unconnected molecules or ions with the total composition C3H5F2NO at a distorted geometry (the ωB97M-V functional and the def2-TZVPD basis).

Results
ΔE to the lowest compared entry with this formula, charge and spin	101.26	kcal per mole
frontier orbital gap	10.734	eV
E	-12160.4943	eV
SMILES	C=C(F)F.C=NO
multiplicity	1
HOMO	-9.9473	eV

```
12
Properties=species:S:1:pos:R:3:lowdin_charge:R:1
C 0.01111 1.50397 0.15956 0.07
C -0.69733 0.77196 -0.65658 -0.49
F -1.96306 0.30400 -0.42754 0.07
F -0.41163 0.66342 -1.95494 0.11
H 0.81281 2.17107 -0.16548 0.09
H -0.35875 1.78146 1.12392 0.08
C -0.24913 -1.45523 -0.09560 -0.10
N 0.39445 -1.33344 0.97622 -0.07
O 1.62785 -0.78937 0.67663 -0.10
H 0.28396 -1.30771 -0.97739 0.07
H -1.17822 -2.12398 -0.16652 0.13
H 1.72795 -0.18616 1.50772 0.14
```



(5)
Entry from OMol25: C3H5F2NS in the gas phase at a distorted geometry (the ωB97M-V functional and the def2-TZVPD basis).

Results
ΔE to the lowest compared entry with this formula, charge and spin	12.52	kcal per mole
frontier orbital gap	10.153	eV
E	-20951.5525	eV
SMILES	CC(F)(F)/C=N\S
multiplicity	1
HOMO	-9.3889	eV

```
12
Properties=species:S:1:pos:R:3:lowdin_charge:R:1
C -1.24135 -1.00246 1.07995 0.02
C -1.05038 -0.00654 -0.04365 -0.60
F -2.24521 0.57990 -0.31288 0.08
F -0.59556 -0.64478 -1.17152 0.03
C -0.06378 1.08540 0.27199 -0.20
N 1.18351 1.06340 0.26752 -0.35
S 2.16465 -0.28184 -0.02125 0.76
H -2.06901 -1.69941 0.79749 0.11
H -0.34232 -1.58919 1.32442 0.09
H -1.56562 -0.43220 1.93371 0.09
H -0.54940 2.05079 0.52564 0.14
H 1.30749 -1.13868 -0.60409 -0.14
```



(6)
Entry from OMol25: a molecular structure, C3H5FN2O2 at a distorted geometry (the ωB97M-V functional and the def2-TZVPD basis).

Results
ΔE to the lowest compared entry with this formula, charge and spin	105.30	kcal per mole
frontier orbital gap	9.794	eV
E	-12980.0976	eV
multiplicity	1
HOMO	-9.5004	eV

```
13
Properties=species:S:1:pos:R:3:lowdin_charge:R:1
C 1.39503 0.77297 -0.06159 -0.20
C -0.84400 0.40955 -0.00839 -0.56
C -1.74539 -0.88355 0.30657 0.01
H 3.70603 -1.07699 0.58571 0.09
H 1.95128 -1.61332 -0.08796 0.17
H 0.93318 1.78113 -0.37554 0.17
H -1.66595 -0.84160 1.61844 0.20
H -1.25108 -2.00640 -0.22983 0.20
N 2.94690 -0.97829 -0.10488 0.00
N 2.56202 0.35567 -0.02021 -0.05
O 0.33674 -0.09043 -0.06025 0.00
O -1.18267 1.53645 0.13930 0.14
F -3.14470 -0.58294 -0.29857 -0.16
```



(7)
Entry from OMol25: a gas-phase ion, C3H5FN3 (charge +1) at a distorted geometry (the ωB97M-V functional and the def2-TZVPD basis).

Results
ΔE to the lowest compared entry with this formula, charge and spin	0.00	kcal per mole
frontier orbital gap (spin up / spin down)	7.267 / 6.322	eV
E	-10367.1783	eV
multiplicity	3
net charge	+1
HOMO (spin up / spin down)	-11.3274 / -16.0515	eV

```
12
Properties=species:S:1:pos:R:3:mulliken_spin:R:1
C -0.00728 1.08723 -1.08259 0.04
C 0.41670 -1.11383 -0.29105 0.50
C -0.40603 0.60875 1.14838 -0.04
N -0.15675 1.50641 0.08860 0.44
N 0.28095 -0.34325 -1.31543 0.42
N 0.10809 -0.80687 0.98871 0.52
F -1.76878 0.54141 1.21844 0.06
H 0.16529 1.65460 -1.91409 0.02
H 0.92789 -2.07104 -0.41304 0.02
H -0.12142 1.14158 2.18796 0.05
H 0.48016 -0.61350 -2.23608 -0.02
H 0.08120 -1.59149 1.62019 -0.02
```



(8)
Entry from OMol25: C3H5FN4 in the gas phase at a distorted geometry (the ωB97M-V functional and the def2-TZVPD basis).

Results
ΔE to the lowest compared entry with this formula, charge and spin	88.66	kcal per mole
frontier orbital gap	9.985	eV
E	-11865.6696	eV
SMILES	[H]/N=c1/cc(F)[nH]n1N
multiplicity	1
HOMO	-9.1921	eV

```
13
Properties=species:S:1:pos:R:3:lowdin_charge:R:1
H -1.79558 1.69882 -0.22353 0.01
N -2.04257 0.78483 -0.56025 0.13
C -0.86923 0.20465 -0.69716 -0.32
C -0.53472 -1.22079 -1.01922 0.02
C 0.54452 -1.64055 -0.23244 -0.26
F 1.33612 -2.63469 0.14139 0.11
N 1.09205 -0.47708 0.53957 0.05
N 0.53224 0.74991 -0.17782 -0.14
N 0.09511 1.63061 0.84997 -0.07
H -1.12833 -1.88637 -1.75876 0.13
H 2.03811 -0.45144 0.27871 0.08
H -0.27303 1.02419 1.67889 0.12
H 1.00531 2.21790 1.18064 0.14
```



(9)
Entry from OMol25: C3H5FO in the gas phase at a distorted geometry (the ωB97M-V functional and the def2-TZVPD basis).

Results
ΔE to the lowest compared entry with this formula, charge and spin	60.72	kcal per mole
frontier orbital gap	10.890	eV
E	-7953.8756	eV
SMILES	OC/C=C\F
multiplicity	1
HOMO	-10.0479	eV

```
10
Properties=species:S:1:pos:R:3:lowdin_charge:R:1
O 1.75461 -0.22309 -0.55633 -0.13
C 0.81691 -0.09343 0.54893 -0.24
C -0.59425 -0.31246 -0.04424 -0.07
C -1.54825 0.60410 -0.17597 -0.13
F -1.77110 1.52184 0.86719 -0.05
H 1.92580 -1.03993 -1.10243 0.11
H 0.97307 -0.75991 1.28966 0.06
H 1.14556 0.78111 1.12174 0.13
H -0.21825 -0.92426 -1.08439 0.17
H -2.48411 0.44604 -0.86416 0.14
```



(10)
Entry from OMol25: 2 unconnected molecules or ions with the total composition C3H5FO at a distorted geometry (the ωB97M-V functional and the def2-TZVPD basis).

Results
ΔE to the lowest compared entry with this formula, charge and spin	105.73	kcal per mole
frontier orbital gap	8.414	eV
E	-7951.9240	eV
multiplicity	1
HOMO	-7.9486	eV

```
10
Properties=species:S:1:pos:R:3:lowdin_charge:R:1
C -0.89104 0.72720 -0.57290 0.01
C -1.31125 -0.47203 -0.10459 -0.23
C 1.53595 -0.76253 0.91837 -0.08
O 2.10720 0.31963 1.05784 0.00
F -1.43573 -1.57293 -0.89101 -0.01
H -0.54987 0.85497 -1.70010 0.12
H -0.83838 1.55672 0.04612 0.03
H 0.94424 -0.89702 0.01660 -0.04
H -1.71306 -0.77753 0.80459 0.10
H 2.15195 1.02352 0.42508 0.10
```



M: 159.56, 175.56, 272.33, 109.07, 125.14, 120.08, 102.09, 116.10, 76.07, 76.07 (u)